a) Density functional theory data (ωB97M-V with the def2-TZVPD basis set) for CH3F3P as an isolated structure.

Results
Net charge: +1
Multiplicity: 1
Gap between HOMO and LUMO (eV): 11.68

Cartesian coordinates (Å):
C  0.730  -0.538  -0.330
F  -0.711  0.466  1.863
F  -1.886  -0.387  -0.146
F  -0.811  2.356  -0.246
P  -0.616  0.369  0.340
H  1.579  -0.763  0.380
H  1.332  -0.101  -1.052
H  0.383  -1.403  -0.809

Atomic charges from the natural (NBO) analysis, expressed in e, are listed below: -1.1127, -0.4545, -0.4655, -0.4380, 2.4384, 0.3562, 0.3460, 0.3302

b) Density functional theory data (ωB97M-V with the def2-TZVPD basis set) for a 2-piece molecular cluster, CH3F3P overall.

Results
Net charge: +1
Multiplicity: 1
Gap between HOMO and LUMO (spin up / spin down) (eV): 10.06 / 10.06

Cartesian coordinates (Å):
C  1.036  0.006  -0.007
F  -1.320  -0.788  1.271
F  -1.342  -1.042  -1.092
F  -1.868  1.837  -0.146
P  -0.734  -0.156  0.002
H  1.418  -0.100  1.011
H  1.338  0.995  -0.377
H  1.474  -0.753  -0.663

Atomic charges from the natural (NBO) analysis, expressed in e, are listed below: -1.0670, -0.4637, -0.4617, -0.4240, 2.3883, 0.3396, 0.3485, 0.3400

Most stable one: a), least stable one: b).

a) Density functional theory data (ωB97M-V with the def2-TZVPD basis set) for a 2-piece molecular cluster, C5H4O overall.

Results
Multiplicity: 1
Gap between HOMO and LUMO (eV): 8.04

Cartesian coordinates (Å):
C  0.903  -0.700  -1.598
C  1.300  -1.694  -2.255
C  0.789  0.376  -0.890
C  0.994  1.443  -0.151
C  -1.461  -0.748  1.099
O  -1.099  0.140  0.385
H  0.209  2.129  -0.121
H  1.647  1.499  0.635
H  -1.688  -0.746  2.237
H  -1.596  -1.698  0.659

natural (NBO) atomic charge list, values in e, 8 entries: -0.5586, 0.1809, 0.3844, -0.5144, 0.2973, -0.5136, 0.2504, 0.2479

b) Density functional theory data (ωB97M-V with the def2-TZVPD basis set) for one molecule with the formula C5H4O.

Results
Multiplicity: 1
Gap between HOMO and LUMO (eV): 8.85

Cartesian coordinates (Å):
O  2.478  -0.244  -0.087
C  1.364  0.022  0.085
C  0.486  1.159  0.093
C  -0.809  0.823  -0.080
C  -1.025  -0.680  -0.071
C  0.094  -1.360  0.085
H  0.777  2.131  0.150
H  -1.602  1.410  -0.178
H  -2.101  -0.892  -0.133
H  0.338  -2.369  0.136

natural (NBO) atomic charge list, values in e, 8 entries: -0.4725, 0.6133, -0.3771, -0.0595, -0.2967, -0.2469, 0.2251, 0.1969

Most stable one: b), least stable one: a).

a) Density functional theory data (ωB97M-V with the def2-TZVPD basis set) for a 2-piece molecular cluster, C8H16N3 overall.

Results
Net charge: +1
Multiplicity: 1
Gap between HOMO and LUMO (eV): 9.64

Cartesian coordinates (Å):
C  2.847  -1.451  -0.295
C  -0.623  0.145  1.338
C  -0.876  1.394  -0.675
C  0.126  -1.115  -0.528
C  -1.620  0.358  0.290
C  0.678  0.052  0.434
C  1.357  2.369  -0.148
C  -2.037  -2.254  0.031
N  3.770  -0.740  -0.304
N  0.581  1.146  -0.521
N  -1.317  -1.023  -0.473
H  1.344  -0.213  1.040
H  -0.597  1.140  1.910
H  -0.907  -0.565  2.141
H  -1.030  1.490  -1.750
H  -0.982  2.428  -0.272
H  0.349  -0.790  -1.567
H  0.534  -2.069  -0.127
H  -2.693  0.787  0.286
H  2.462  2.190  0.028
H  1.128  3.171  -0.856
H  1.005  2.628  0.834
H  -2.752  -2.721  -0.631
H  -1.222  -3.034  0.213
H  -2.494  -2.040  0.985
H  4.593  -0.248  0.017
H  -1.621  -1.035  -1.399

natural (NBO) atomic charge list, values in e, 8 entries: 0.2680, -0.5016, -0.2783, -0.2644, -0.0418, -0.0120, -0.4132, -0.4269

b) Density functional theory data (ωB97M-V with the def2-TZVPD basis set) for a 2-piece molecular cluster, C8H16N3 overall.

Results
Net charge: +1
Multiplicity: 1
Gap between HOMO and LUMO (eV): 8.31

Cartesian coordinates (Å):
C  2.929  0.687  -0.788
C  1.601  0.688  -1.117
C  1.871  -0.790  0.413
C  -2.213  1.958  0.898
C  4.271  -0.835  0.721
C  -1.642  -1.596  -0.288
C  -3.477  0.045  -0.786
C  -1.579  0.642  0.592
N  3.084  -0.237  0.190
N  0.934  -0.186  -0.241
N  -2.143  -0.234  -0.181
H  3.807  1.250  -1.229
H  1.048  1.158  -1.779
H  1.687  -1.505  1.130
H  -1.644  2.459  1.606
H  -3.245  1.843  1.266
H  -2.282  2.534  -0.012
H  4.183  -1.859  1.122
H  5.058  -0.885  -0.134
H  4.602  -0.139  1.411
H  -0.946  -1.651  -1.192
H  -1.087  -1.898  0.597
H  -2.375  -2.272  -0.475
H  -3.551  0.970  -1.427
H  -3.911  -0.747  -1.508
H  -4.243  0.137  -0.004
H  -0.737  0.463  1.217

natural (NBO) atomic charge list, values in e, 8 entries: -0.0665, -0.1061, 0.1743, -0.7003, -0.4080, -0.4067, -0.4663, 0.3345

Most stable one: b), least stable one: a).

a) Density functional theory data (ωB97M-V with the def2-TZVPD basis set) for an isolated ion of composition C5H10N3O and charge +1.

Results
Net charge: +1
Multiplicity: 1
Gap between HOMO and LUMO (spin up / spin down) (eV): 7.64 / 8.15

Cartesian coordinates (Å):
C  -1.498  1.243  -0.196
C  -0.473  -1.044  -0.121
C  1.793  -0.685  0.527
C  -0.635  -2.541  0.055
C  0.488  2.687  -0.393
N  0.648  -0.403  -0.124
N  -1.595  -0.266  -0.336
N  -0.260  1.644  0.013
O  -2.500  1.869  -0.201
H  1.974  -0.193  1.425
H  2.683  -0.470  -0.165
H  1.671  -1.810  0.892
H  0.463  -2.861  0.269
H  -1.019  -2.895  -0.901
H  -1.417  -2.797  0.767
H  1.498  2.665  0.189
H  0.139  3.593  0.191
H  0.650  2.753  -1.434
H  -2.607  -0.489  -0.456

natural (NBO) atomic charge list, values in e, 8 entries: 0.7441, 0.5299, -0.4490, -0.6661, -0.4652, -0.2054, -0.6046, -0.1915

b) Density functional theory data (ωB97M-V with the def2-TZVPD basis set) for an isolated ion of composition C5H10N3O and charge +1.

Results
Net charge: +1
Multiplicity: 1
Gap between HOMO and LUMO (eV): 11.30

Cartesian coordinates (Å):
C  -0.337  2.149  -1.159
O  0.008  1.487  0.054
C  -0.620  0.467  0.623
C  -0.100  0.506  2.042
N  -0.142  -0.808  -0.058
C  -0.744  -1.962  -0.388
N  0.121  -2.784  -0.933
C  1.266  -2.119  -0.994
N  1.151  -0.953  -0.405
H  0.376  2.854  -1.211
H  -1.362  2.746  -1.164
H  -0.237  1.540  -2.179
H  -1.684  0.531  0.497
H  -0.683  1.115  2.651
H  -0.241  -0.572  2.406
H  1.009  0.708  1.947
H  -1.759  -2.067  -0.075
H  2.137  -2.639  -1.338
H  1.840  -0.198  -0.318

natural (NBO) atomic charge list, values in e, 8 entries: -0.2691, -0.5314, 0.2737, -0.6071, -0.1498, 0.2626, -0.4083, 0.2462

Most stable one: b), least stable one: a).